Entry from the Open Molecules 2025 dataset: a molecular structure, C4H10Se at a distorted geometry (the ωB97M-V functional and the def2-TZVPD basis).

Summary:
M: 137.1 g/mol
energy relative to the best compared isomer or geometry (same formula, charge and spin): 48.7 kcal/mol
multiplicity: 1
Kohn-Sham gap: 9.37 eV

Element x y z (Å)
H -3.60390 -0.09451 1.45992
H 1.67277 0.56867 -1.55741
C -0.24905 -0.32098 -0.87570
C -1.48870 0.53387 0.37387
H 1.16232 -0.77563 1.24130
H 0.88654 1.32510 -0.12877
H -0.13168 -1.33767 -0.65434
Se -3.23750 -0.15509 -0.00765
H 2.27636 -1.36002 0.14990
H -0.70753 -0.21310 -1.87793
H -0.99393 0.36103 1.34768
H -1.25824 1.53485 -0.14328
C 1.08068 0.32581 -0.64474
H 2.74154 0.02833 0.84992
C 1.85031 -0.42067 0.46722

***

Entry from the Open Molecules 2025 dataset: a molecular structure, C4H11AlClNO2Ru at a distorted geometry (the ωB97M-V functional and the def2-TZVPD basis).

Summary:
M: 268.6 g/mol
<S²>: 6.048
multiplicity: 5
Kohn-Sham gap (spin up / spin down): 5.20 / 6.22 eV

Element x y z (Å)
H 2.48250 -1.22372 -5.82762
H 0.24833 -2.49981 0.87867
H -0.72934 -0.53420 -6.45740
H -2.02406 0.79844 -1.53160
H -1.52560 -2.10676 0.51670
H -1.61162 -0.08570 -4.97351
H -2.27104 1.39786 0.14346
H 2.86788 -1.04653 -4.09584
C -1.51113 1.24108 -0.65804
Cl 0.87577 1.85564 -3.13374
C 2.56820 -0.50248 -4.99966
O 2.24203 1.69172 2.84398
H 3.36309 0.21309 -5.24520
C -0.81646 0.22367 -5.66236
Ru 0.04275 0.09289 0.09588
Al 0.87299 0.45704 -4.66522
C -0.46115 -1.64897 0.48850
O 1.46165 0.82452 0.93383
H -1.14962 2.26679 -0.97356
N 1.27349 1.16894 2.29384
H -1.11545 1.17429 -6.12292

***

Entry from the Open Molecules 2025 dataset: a molecular structure, C4H11AsCsF6NO at a distorted geometry (the ωB97M-V functional and the def2-TZVPD basis).

Summary:
M: 411.0 g/mol
energy relative to the best compared isomer or geometry (same formula, charge and spin): 0.6 kcal/mol
multiplicity: 1
Kohn-Sham gap: 9.49 eV

Element x y z (Å)
H -0.36927 0.12822 -1.24250
As -1.39954 -2.19634 2.82007
F -2.99884 -1.47426 2.75742
H 0.80767 -0.84449 0.55874
H 2.52889 -1.22439 0.73251
C -0.48467 1.60654 -2.76465
F -2.11473 -3.74050 2.98050
H 1.78904 0.12683 -2.38332
F 0.17687 -2.84404 2.87135
C 1.76974 -0.86483 0.04541
C 0.08930 1.09764 -1.46478
F -1.40654 -2.31185 1.09822
H 0.65027 2.02568 0.24482
H 0.03371 2.95391 -0.77918
Cs -2.35945 1.34602 1.61016
H -1.54626 1.83547 -2.63334
C 1.59881 0.85027 -1.57284
F -0.71425 -0.56953 2.63506
H -0.46406 0.79841 -3.49786
H 1.70565 -1.53905 -0.81461
H 0.02114 2.50112 -3.12636
N -0.19413 2.04856 -0.34721
F -1.37917 -1.93513 4.50969
H 2.08495 1.78741 -1.86833
O 2.17486 0.43837 -0.36898

***

Entry from the Open Molecules 2025 dataset: C4H11BO2 in the gas phase at a distorted geometry (the ωB97M-V functional and the def2-TZVPD basis).

Summary:
M: 101.9 g/mol
energy relative to the best compared isomer or geometry (same formula, charge and spin): 61.5 kcal/mol
multiplicity: 1
Kohn-Sham gap: 10.29 eV
SMILES string: CB(O)C(C)(C)O

Element x y z (Å)
H 0.17548 -2.75186 -1.06829
H 1.32766 1.30353 0.44091
H 0.41510 1.80681 1.76299
H 1.43145 -1.21270 -2.49941
O -0.35997 -2.20010 -0.51561
H 1.93752 -0.02224 -1.29220
C 1.11868 -0.51506 -1.74632
H 1.45221 0.25534 1.96285
H -0.93912 1.52351 -0.73723
H -1.78736 -0.99797 1.66207
H -1.50706 1.66945 1.03150
H 0.46576 0.26360 -2.22990
C 0.86154 0.93040 1.27337
C -1.33588 1.02442 0.12136
H -2.22079 0.42891 -0.15751
O -0.92471 -0.66264 1.91748
C -0.28448 0.11828 0.56415
B 0.17397 -0.96167 -0.49023

***

Entry from the Open Molecules 2025 dataset: 2 unconnected molecules or ions with the total composition C4H11BO2 at a distorted geometry (the ωB97M-V functional and the def2-TZVPD basis).

Summary:
M: 101.9 g/mol
energy relative to the best compared isomer or geometry (same formula, charge and spin): 83.2 kcal/mol
multiplicity: 1
Kohn-Sham gap (spin up / spin down): 7.80 / 7.80 eV

Element x y z (Å)
H 2.91038 1.15059 1.83078
H 2.11659 -0.43582 1.36303
C 1.99196 0.67198 1.47749
H -0.95689 -2.80825 -0.09953
H -0.20845 -1.99141 1.36500
H 3.06887 2.80095 0.02407
C -0.30515 -1.96354 0.22525
B 1.67749 1.40955 -0.07487
H -0.86112 -1.46781 -2.28784
C -1.24055 -0.57706 -1.78892
H -0.63054 0.24418 -2.18631
O 2.42536 2.49176 -0.48297
H 0.72824 -2.02534 -0.23555
O 0.79803 0.85015 -0.86773
H -2.32580 -0.33495 -1.85791
C -0.85980 -0.67696 -0.36637
H -1.14591 0.06768 0.28909
H 1.18647 1.05757 2.19206

***

Entry from the Open Molecules 2025 dataset: a molecular structure, C4H11BrCuNO at a distorted geometry (the ωB97M-V functional and the def2-TZVPD basis).

Summary:
M: 232.6 g/mol
energy relative to the best compared isomer or geometry (same formula, charge and spin): 34.7 kcal/mol
<S²>: 0.756
multiplicity: 2
charge: +1
Kohn-Sham gap (spin up / spin down): 8.52 / 5.82 eV

Element x y z (Å)
Br 23.28404 -14.04350 -8.27494
C 25.72904 -15.78121 -9.68979
C 26.52268 -14.65492 -9.00159
H 26.14289 -14.99188 -11.54738
H 23.88662 -15.38213 -8.90550
O 27.79803 -14.51300 -9.66018
Cu 21.84154 -12.86899 -7.29340
C 25.27533 -15.41976 -11.04503
H 25.00988 -16.27552 -11.66576
H 24.52693 -14.62983 -11.10823
H 29.07208 -14.51187 -8.00536
C 28.79798 -13.88496 -8.85386
H 28.59871 -12.91518 -8.39786
H 24.77834 -16.19800 -7.94658
H 26.69833 -15.06100 -8.00543
H 26.04922 -13.67389 -8.96240
H 29.67115 -13.67414 -9.47130
N 24.56228 -16.13243 -8.93101
H 26.35372 -16.66077 -9.84554

***

Entry from the Open Molecules 2025 dataset: 2 unconnected molecules or ions with the total composition C4H11BrNO at a distorted geometry (the ωB97M-V functional and the def2-TZVPD basis).

Summary:
M: 169.0 g/mol
energy relative to the best compared isomer or geometry (same formula, charge and spin): 0.0 kcal/mol
multiplicity: 1
charge: -1
Kohn-Sham gap: 6.70 eV

Element x y z (Å)
H -13.56672 22.23802 -25.86411
O -15.16278 19.49219 -24.84575
C -14.30780 21.44303 -26.03699
H -13.25182 21.14275 -27.79138
H -14.18246 18.52033 -23.28424
H -14.65104 21.81406 -27.99242
H -15.74929 23.03423 -26.24042
Br -12.67662 22.41732 -30.29516
H -15.93620 22.17574 -24.69229
H -16.50754 21.52292 -26.18216
H -13.19353 19.67361 -25.23388
C -14.03434 20.35272 -25.02412
C -15.16408 18.92214 -23.57166
H -15.44465 19.61594 -22.76833
C -15.66008 22.06172 -25.74100
N -14.20950 21.07385 -27.44851
H -15.87904 18.10058 -23.60285
H -13.69481 20.76390 -24.06312

***

Entry from the Open Molecules 2025 dataset: 2 unconnected molecules or ions with the total composition C4H11BrNO at a distorted geometry (the ωB97M-V functional and the def2-TZVPD basis).

Summary:
M: 169.0 g/mol
energy relative to the best compared isomer or geometry (same formula, charge and spin): 71.8 kcal/mol
multiplicity: 1
charge: +1
Kohn-Sham gap (spin up / spin down): 9.39 / 9.39 eV

Element x y z (Å)
H -0.18064 -1.72825 -1.55776
H -0.73073 -1.83049 0.71308
Br -2.74191 0.59456 1.88767
H 1.99595 -1.21044 0.35797
H -1.39368 2.70839 0.10174
C 0.77979 -1.33416 -1.40956
H 2.23551 0.71940 -0.55598
H 0.01046 1.68668 -0.06931
C -0.02209 -0.95087 0.95514
C 1.06849 -0.70341 -0.06458
H 1.45104 -2.18986 -1.47743
H 0.24129 -0.77446 1.97514
H -0.58820 2.25867 1.40740
H -2.12481 0.38760 -0.52177
O 1.40930 0.63425 -0.24441
N -0.84599 1.88112 0.37735
H 1.01380 -0.79307 -2.28646
C -1.57758 0.64435 0.41178